Version P
Density functional theory data (wB97M-V/def2-TZVPD) for an isolated molecule of C4H3F3.

Calculated values
* frontier orbital gap: 10.06 eV

```
10
Properties=species:S:1:pos:R:3:mulliken_charge:R:1
C -1.171 -1.369 0.422 -0.22
C -0.166 -0.684 -0.115 0.31
C 0.198 0.721 0.098 0.41
C 1.217 1.338 -0.465 -0.74
H -1.347 -2.405 0.194 0.38
H 1.397 2.405 -0.260 0.30
H 1.896 0.791 -1.135 0.28
F -2.051 -0.830 1.270 -0.22
F 0.655 -1.329 -0.945 -0.26
F -0.627 1.362 0.936 -0.24
```

=====

Version Q
Density functional theory data (wB97M-V/def2-TZVPD) for a cluster of 2 separate species, C4H3F3 in total.

Calculated values
* frontier orbital gap: 10.07 eV

```
10
Properties=species:S:1:pos:R:3:mulliken_charge:R:1
C -0.805 0.796 0.156 0.03
C -0.006 1.653 -0.122 0.42
C 2.790 -0.606 0.037 0.15
C -1.787 -0.324 0.300 -1.08
F 0.858 2.576 -0.355 -0.27
F 2.115 -1.567 0.601 -0.08
F 2.634 -0.911 -1.216 -0.08
H -1.365 -1.001 1.015 0.30
H -1.733 -0.789 -0.689 0.27
H -2.701 0.173 0.273 0.33
```

=====

Which of them is the most stable? Correct choice: version P.

=====

Version P
Density functional theory data (wB97M-V/def2-TZVPD) for a cluster of 5 separate species, C5H21NO5S in total.

Calculated values
* frontier orbital gap: 9.22 eV

```
33
Properties=species:S:1:pos:R:3:mulliken_charge:R:1
C 2.136 0.047 -0.087 -0.47
N 1.461 1.216 0.565 -0.20
C 0.104 1.357 0.195 -0.34
C -0.136 1.488 -1.314 -0.67
S -1.495 2.579 -1.768 -0.19
C -0.666 0.174 0.820 -0.15
O -2.000 0.295 0.530 -0.63
C 2.375 -1.017 0.996 -0.57
H 3.158 0.352 -0.496 0.29
H 1.466 -0.329 -0.842 0.01
H 2.033 2.044 0.545 0.31
H -0.309 2.320 0.519 0.53
H 0.908 1.968 -1.748 0.31
H -0.372 0.518 -1.713 0.22
H -2.444 1.947 -1.062 0.12
H -0.510 0.260 1.796 0.96
H -0.289 -0.739 0.274 -0.66
H -2.451 0.858 1.279 0.45
H 2.945 -0.644 1.903 0.30
H 1.269 -1.343 1.314 -0.15
H 3.023 -1.825 0.755 0.42
H 1.706 -2.150 -1.899 0.35
H 0.197 -2.429 -1.974 0.38
O 1.002 -2.567 -2.470 -0.65
H -1.475 -1.471 -0.427 0.38
H -2.368 -2.251 -1.527 0.30
O -1.494 -2.164 -1.013 -0.67
H -0.687 -3.546 0.450 0.35
H 0.068 -3.051 1.634 0.34
O 0.026 -3.921 1.156 -0.65
H 0.732 1.729 2.771 0.36
H 0.986 0.731 3.950 0.33
O 0.370 1.478 3.693 -0.70
```

=====

Version Q
Density functional theory data (wB97M-V/def2-TZVPD) for a cluster of 5 separate species, C5H21NO5S in total.

Calculated values
* frontier orbital gap: 8.63 eV

```
33
Properties=species:S:1:pos:R:3:mulliken_charge:R:1
C -1.087 -2.332 -0.209 -0.14
C 0.116 -2.707 0.837 -0.62
O -0.380 -2.739 2.201 -0.58
C -2.004 -1.231 0.085 -0.77
N -1.382 -0.299 1.173 -0.46
C -0.692 0.857 0.628 0.91
C -0.393 1.792 1.832 -0.77
S -0.065 3.508 1.473 -0.26
H -1.856 -3.210 -0.183 0.32
H -0.442 -2.311 -1.236 0.17
H 0.492 -3.747 0.591 0.34
H 0.777 -1.844 1.114 0.29
H -1.279 -3.026 2.234 0.28
H -2.162 -0.752 -0.915 0.16
H -2.915 -1.518 0.657 0.41
H -0.840 -0.867 1.822 0.48
H 0.295 0.757 0.136 -0.89
H -1.408 1.461 -0.009 0.31
H 0.548 1.445 2.361 0.35
H -1.286 1.732 2.559 0.38
H 1.247 3.427 1.185 0.14
H 1.301 2.599 -2.845 0.28
H 0.202 2.943 -2.049 0.30
O 0.426 2.461 -2.844 -0.59
H 3.052 1.694 1.391 0.26
H 2.230 1.056 0.382 0.28
O 2.173 1.749 1.136 -0.54
H 0.570 0.152 -3.042 0.31
H -0.966 0.484 -3.171 0.32
O -0.312 -0.250 -2.927 -0.59
H 2.356 -1.066 -1.645 0.35
H 1.382 -0.053 -1.350 0.22
O 2.302 -0.163 -1.373 -0.65
```

=====

Which of them is the most stable? Correct choice: version P.

=====

Version P
Density functional theory data (wB97M-V/def2-TZVPD) for a cluster of 2 separate species, H3O2PS in total.

Calculated values
* frontier orbital gap: 8.62 eV

```
7
Properties=species:S:1:pos:R:3:mulliken_charge:R:1
O -0.397 2.043 -0.074 -0.59
O 0.251 -0.893 0.220 -0.39
P -0.110 -2.426 -0.366 0.25
S 0.912 -3.745 0.565 -0.25
H 0.191 2.470 0.574 0.31
H -0.090 -0.295 -0.427 0.36
H -0.757 2.847 -0.491 0.30
```

=====

Version Q
Density functional theory data (wB97M-V/def2-TZVPD) for a structure of composition H3O2PS.

Calculated values
* frontier orbital gap (alpha / beta): 7.07 / 7.05 eV

```
7
Properties=species:S:1:pos:R:3:mulliken_charge:R:1
O 0.328 1.300 0.055 -0.42
O 0.214 -1.242 -0.425 -0.36
P -0.343 -0.065 0.470 0.32
S -2.988 -0.297 -0.479 -0.29
H -0.289 1.749 -0.504 0.37
H -0.221 -2.003 -0.316 0.32
H 0.549 -0.161 1.589 0.06
```

=====

Which of them is the most stable? Correct choice: version P.

=====

Version P
Density functional theory data (wB97M-V/def2-TZVPD) for a structure of composition C2H4NOP.

Calculated values
* frontier orbital gap: 10.38 eV

```
9
Properties=species:S:1:pos:R:3:mulliken_charge:R:1
C 0.029 1.563 -0.155 0.17
C -0.308 -0.573 -0.553 -0.44
N 1.310 1.366 -0.111 -0.45
O -0.864 0.674 -0.147 -0.27
P 1.538 -0.346 -0.113 0.09
H -0.295 2.633 0.136 0.30
H -0.809 -1.401 -0.041 0.25
H -0.421 -0.597 -1.593 0.33
H 1.124 -0.546 1.181 0.03
```

=====

Version Q
Density functional theory data (wB97M-V/def2-TZVPD) for a structure of composition C2H4NOP.

Calculated values
* frontier orbital gap: 9.68 eV

```
9
Properties=species:S:1:pos:R:3:mulliken_charge:R:1
C -0.170 1.382 -0.032 0.16
C -0.521 -0.894 -0.190 -0.34
N 1.045 1.107 0.206 -0.48
O -1.059 0.477 -0.389 -0.35
P 1.354 -0.509 -0.178 0.05
H -0.653 2.305 0.055 0.42
H -0.811 -1.508 0.631 0.33
H -0.863 -1.395 -1.153 0.21
H 1.678 -0.965 1.050 0.02
```

=====

Which of them is the most stable? Correct choice: version Q.